Entry 1:
Formula: C5H6N2O
Source: the Open Molecules 2025 dataset
Level of theory: ωB97M-V/def2-TZVPD

Summary:
- Orbital gap: 0.3648 Eh
- Energy: -378.600785 Ha
- F_max: 0.1311 Eh/bohr
- Charge: 0
- Relative energy (zero: lowest compared OMol25 entry of this formula, charge and spin): 7.351 eV
- Highest occupied orbital energy: -9.2 eV

Atoms and positions in Å:
C 1.19 1.21 -1.86
C -1.59 0.48 0.49
C -1.04 -0.85 0.58
C 0.01 -1.43 1.40
C 1.11 -1.83 1.73
H 0.49 1.39 -2.73
H 0.93 -0.05 0.12
H -1.22 1.74 0.83
H -2.57 0.48 0.17
H -1.62 -1.80 0.48
H 2.20 -1.90 2.10
N 0.62 0.50 -0.72
N -0.75 0.05 -0.70
O 2.24 2.01 -1.89



Entry 2:
Formula: C5H6N2O2
Source: the Open Molecules 2025 dataset
Level of theory: ωB97M-V/def2-TZVPD

Summary:
- Orbital gap: 0.2995 Eh
- Energy: -453.960555 Ha
- F_max: 0.0553 Eh/bohr
- Charge: 0
- Relative energy (zero: lowest compared OMol25 entry of this formula, charge and spin): 4.725 eV
- Highest occupied orbital energy: -8.5 eV

Atoms and positions in Å:
O -0.94 3.02 -0.08
N -0.42 2.23 0.70
O -0.22 2.47 1.87
C -0.07 0.94 0.18
C -0.63 0.39 -0.91
C -0.24 -0.99 -1.34
C 0.13 -1.77 -0.14
C 0.75 -1.17 0.88
N 0.86 0.22 1.02
H -1.59 0.90 -1.38
H 0.74 -0.97 -1.86
H -0.97 -1.44 -2.12
H -0.03 -2.79 0.02
H 1.00 -1.81 1.63
H 1.61 0.78 1.52



Entry 3:
Formula: C5H6N2O3
Source: the Open Molecules 2025 dataset
Level of theory: ωB97M-V/def2-TZVPD

Summary:
- Orbital gap (alpha / beta): 0.2373 / 0.2937 Eh
- Energy: -529.234144 Ha
- F_max: 0.0809 Eh/bohr
- Charge: 0
- Relative energy (zero: lowest compared OMol25 entry of this formula, charge and spin): 3.717 eV
- Highest occupied orbital energy (alpha / beta): -7.6 / -8.6 eV

Atoms and positions in Å:
C 2.09 -2.38 1.63
C 0.43 0.90 0.74
C -0.51 2.16 -1.08
C -0.59 1.07 -1.95
C -0.77 0.04 0.43
N 1.23 -2.99 1.19
N -0.76 -1.23 0.48
O -1.21 3.15 -1.13
O 1.39 0.66 1.38
O 0.47 1.98 -0.12
H 2.58 -1.75 2.38
H 0.16 0.30 -1.93
H -1.31 1.05 -2.69
H -1.76 0.49 0.19
H -1.52 -1.75 -0.04
H 0.08 -1.71 0.51



Entry 4:
Formula: C5H6N2O3
Source: the Open Molecules 2025 dataset
Level of theory: ωB97M-V/def2-TZVPD

Summary:
- Orbital gap (alpha / beta): 0.2763 / 0.2183 Eh
- Energy: -529.126743 Ha
- F_max: 0.0575 Eh/bohr
- Charge: 0
- Relative energy (zero: lowest compared OMol25 entry of this formula, charge and spin): 6.640 eV
- Highest occupied orbital energy (alpha / beta): -8.9 / -8.1 eV

Atoms and positions in Å:
C -1.24 1.48 0.14
C -2.10 -0.77 -0.46
C 0.17 1.38 -0.01
C 0.98 0.24 0.90
C 0.57 -1.06 0.37
N -1.95 0.36 -0.05
N 1.07 -1.41 -0.82
O 1.09 -2.57 -1.33
O -2.43 -1.83 -0.76
O 1.54 -0.43 -1.47
H -1.79 2.23 0.64
H 0.69 0.91 -0.95
H 0.70 2.28 0.12
H 2.06 0.45 0.75
H 0.80 0.41 1.98
H -0.15 -1.65 0.95



Entry 5:
Formula: C5H6N2OS
Source: the Open Molecules 2025 dataset
Level of theory: ωB97M-V/def2-TZVPD

Summary:
- Orbital gap: 0.3503 Eh
- Energy: -776.917925 Ha
- F_max: 0.0664 Eh/bohr
- Charge: 0
- Relative energy (zero: lowest compared OMol25 entry of this formula, charge and spin): 4.084 eV
- Highest occupied orbital energy: -8.9 eV

Atoms and positions in Å:
C -3.98 -0.68 0.41
N -3.31 -0.20 -0.40
O -2.49 0.05 -1.20
H -4.43 -0.53 1.33
C 2.62 -0.93 -0.98
C 1.63 -0.20 -0.16
N 1.53 1.05 -0.25
C 0.46 1.57 0.44
C -0.21 0.63 1.20
S 0.40 -0.96 0.86
H 2.09 -1.07 -1.93
H 3.56 -0.16 -1.00
H 2.80 -1.83 -0.48
H 0.42 2.67 0.27
H -1.09 0.59 1.89



Entry 6:
Formula: C5H6N2S
Source: the Open Molecules 2025 dataset
Level of theory: ωB97M-V/def2-TZVPD

Summary:
- Orbital gap: 0.3435 Eh
- Energy: -701.712527 Ha
- F_max: 0.0268 Eh/bohr
- Charge: 0
- Relative energy (zero: lowest compared OMol25 entry of this formula, charge and spin): 3.440 eV
- Highest occupied orbital energy: -8.5 eV

Atoms and positions in Å:
C 3.23 -0.44 0.10
C 2.08 -0.08 0.10
C 0.71 0.37 -0.01
N 0.37 1.45 -0.62
N -0.94 1.74 -0.40
C -1.46 0.93 0.67
C -0.50 -0.27 0.67
S -1.13 -1.72 -0.25
H 4.26 -0.83 0.07
H -1.07 2.72 -0.44
H -1.37 1.39 1.62
H -2.48 0.64 0.45
H -0.22 -0.61 1.66
H -1.34 -1.15 -1.43



Entry 7:
Formula: C5H6N2S
Source: the Open Molecules 2025 dataset
Level of theory: ωB97M-V/def2-TZVPD

Summary:
- Orbital gap: 0.3414 Eh
- Energy: -701.732422 Ha
- F_max: 0.0714 Eh/bohr
- Charge: 0
- Relative energy (zero: lowest compared OMol25 entry of this formula, charge and spin): 2.899 eV
- Highest occupied orbital energy: -8.7 eV

Atoms and positions in Å:
N -1.16 2.82 0.01
C -0.60 1.81 0.08
C 0.27 0.22 0.28
N 1.24 0.07 1.26
C 0.66 -0.15 -1.06
C -0.30 -0.74 -1.84
S -1.83 -0.95 -1.01
C -0.93 -0.65 0.67
H 2.22 0.53 1.33
H 0.91 0.11 2.24
H 1.75 -0.03 -1.43
H 0.02 -1.04 -2.84
H -0.46 -1.59 1.00
H -1.80 -0.42 1.34



Entry 8:
Formula: C5H6N2S
Source: the Open Molecules 2025 dataset
Level of theory: ωB97M-V/def2-TZVPD

Summary:
- Orbital gap: 0.2997 Eh
- Energy: -701.693822 Ha
- F_max: 0.0651 Eh/bohr
- Charge: 0
- Relative energy (zero: lowest compared OMol25 entry of this formula, charge and spin): 3.949 eV
- Highest occupied orbital energy: -8.8 eV

Atoms and positions in Å:
C 2.11 -0.41 0.26
C -0.36 -0.66 -0.91
C -0.45 0.15 -1.94
C -0.30 1.35 0.34
C -0.26 -0.10 0.46
N 3.19 -0.78 0.09
N -0.85 -0.76 1.53
S -0.07 1.76 -1.39
H -0.38 -1.68 -0.92
H -0.45 -0.06 -3.13
H -1.23 1.73 0.63
H 0.35 1.80 1.07
H -0.74 -1.78 1.41
H -0.56 -0.57 2.50



Entry 9:
Formula: C5H6N2S
Source: the Open Molecules 2025 dataset
Level of theory: ωB97M-V/def2-TZVPD

Summary:
- Orbital gap: 0.3076 Eh
- Energy: -701.765945 Ha
- F_max: 0.0949 Eh/bohr
- Charge: 0
- Relative energy (zero: lowest compared OMol25 entry of this formula, charge and spin): 1.987 eV
- Highest occupied orbital energy: -7.6 eV

Atoms and positions in Å:
C -3.08 1.00 0.05
N -1.95 1.55 0.00
C -0.97 0.65 -0.06
C -1.33 -0.67 -0.06
S -3.04 -0.85 0.01
N -0.24 -1.49 -0.01
C 0.96 -0.58 0.10
C 0.51 0.87 -0.06
H -4.07 1.39 0.23
H -0.06 -2.25 -0.60
H 1.62 -1.04 -0.63
H 1.30 -0.86 1.23
H 0.75 1.31 -0.93
H 0.89 1.56 0.85



Entry 10:
Formula: C5H6N2S
Source: the Open Molecules 2025 dataset
Level of theory: ωB97M-V/def2-TZVPD

Summary:
- Orbital gap (alpha / beta): 0.2502 / 0.2019 Eh
- Energy: -701.580015 Ha
- Multiplicity: 3
- F_max: 0.0729 Eh/bohr
- Charge: 0
- Relative energy (zero: lowest compared OMol25 entry of this formula, charge and spin): 2.391 eV
- Highest occupied orbital energy (alpha / beta): -6.4 / -7.8 eV

Atoms and positions in Å:
C -1.01 0.62 0.18
C -0.47 -0.78 0.36
C -0.01 1.67 0.16
C 1.01 -1.11 0.36
C -1.19 -0.33 -0.91
N 1.22 1.54 -0.02
N 1.98 -0.30 0.11
S 3.53 -0.31 -0.13
H -1.89 0.92 0.75
H -1.01 -1.32 1.01
H -0.60 2.60 0.36
H 1.21 -2.17 0.56
H -2.18 -0.86 -0.97
H -0.59 -0.18 -1.81



Entry 11:
Formula: C5H6N2S
Source: the Open Molecules 2025 dataset
Level of theory: ωB97M-V/def2-TZVPD

Summary:
- Orbital gap (alpha / beta): 0.2299 / 0.2294 Eh
- Energy: -700.883623 Ha
- F_max: 0.1027 Eh/bohr
- Charge: +2
- Relative energy (zero: lowest compared OMol25 entry of this formula, charge and spin): 2.770 eV
- Highest occupied orbital energy (alpha / beta): -17.2 / -17.2 eV

Atoms and positions in Å:
C 2.61 0.09 -0.63
C -1.24 -0.33 0.15
C 0.69 1.19 -0.06
C 0.72 -1.17 -0.29
C -1.61 -1.72 0.15
N 1.98 1.14 -0.34
N 0.00 -0.03 -0.04
S -0.08 -2.63 -0.35
H 3.58 -0.49 -0.61
H -2.04 0.49 -0.02
H 0.18 2.07 0.49
H -1.55 -2.09 1.24
H -2.50 -2.11 -0.22
H 2.32 2.17 -0.35



Entry 12:
Formula: C5H6N3
Source: the Open Molecules 2025 dataset
Level of theory: ωB97M-V/def2-TZVPD

Summary:
- Orbital gap (alpha / beta): 0.3039 / 0.2146 Eh
- Energy: -357.928018 Ha
- F_max: 0.1089 Eh/bohr
- Charge: +1
- Relative energy (zero: lowest compared OMol25 entry of this formula, charge and spin): 5.418 eV
- Highest occupied orbital energy (alpha / beta): -14.2 / -13.5 eV

Atoms and positions in Å:
C 2.72 0.64 -0.04
C 1.22 -0.64 0.68
C 1.52 0.82 -0.82
C -1.80 -1.11 -1.02
C -2.30 -0.42 -0.06
N 2.52 -0.29 0.84
N -2.92 0.27 0.86
N 0.65 -0.04 -0.39
H 3.67 1.13 -0.11
H 0.73 -1.32 1.28
H 1.51 1.33 -1.70
H -1.63 -1.63 -1.90
H -3.33 1.11 0.63
H -2.56 0.15 1.74



Entry 13:
Formula: C5H6N3O
Source: the Open Molecules 2025 dataset
Level of theory: ωB97M-V/def2-TZVPD

Summary:
- Orbital gap (alpha / beta): 0.2401 / 0.2400 Eh
- Energy: -433.435066 Ha
- F_max: 0.0537 Eh/bohr
- Charge: -1
- Relative energy (zero: lowest compared OMol25 entry of this formula, charge and spin): 2.870 eV
- Highest occupied orbital energy (alpha / beta): -2.5 / -2.5 eV

Atoms and positions in Å:
C 0.61 -0.14 -1.65
C 0.99 -0.99 -0.57
C -0.18 0.98 -1.62
C 0.30 -1.13 0.62
C -1.28 1.03 0.48
N -2.28 0.86 1.18
N -0.93 1.64 -0.67
N 0.72 -1.62 1.81
O -0.89 2.96 -0.71
H 1.33 -0.06 -2.48
H 1.81 -1.76 -0.61
H -0.01 1.72 -2.40
H -2.01 0.39 1.99
H 1.70 -1.78 2.23
H 0.11 -2.10 2.42



Entry 14:
Formula: C5H6N3O5S
Source: the Open Molecules 2025 dataset
Level of theory: ωB97M-V/def2-TZVPD

Summary:
- Orbital gap: 0.3201 Eh
- Energy: -1132.746898 Ha
- F_max: 0.1037 Eh/bohr
- Charge: -1
- Relative energy (zero: lowest compared OMol25 entry of this formula, charge and spin): 1.081 eV
- Highest occupied orbital energy: -5.4 eV

Atoms and positions in Å:
C -2.28 -0.44 -0.68
C -1.96 1.69 0.67
C 2.32 0.27 -0.32
C 1.10 0.68 0.54
C 1.78 -1.13 -0.18
N -2.34 0.87 -1.38
N 0.91 -0.75 0.86
N -2.03 1.89 -0.82
O -2.10 0.47 1.03
O -3.26 -1.18 -0.55
O -1.64 2.68 1.30
O -0.96 -0.88 -0.82
O -0.09 -2.85 0.51
S -0.59 -1.49 0.70
H 2.36 0.61 -1.40
H 3.23 0.48 0.22
H 1.52 1.30 1.41
H 0.27 1.16 -0.05
H 1.19 -1.32 -1.02
H 2.57 -2.07 -0.02



Entry 15:
Formula: C5H6N4
Source: the Open Molecules 2025 dataset
Level of theory: ωB97M-V/def2-TZVPD

Summary:
- Orbital gap: 0.3404 Eh
- Energy: -412.888317 Ha
- F_max: 0.1647 Eh/bohr
- Charge: 0
- Relative energy (zero: lowest compared OMol25 entry of this formula, charge and spin): 6.404 eV
- Highest occupied orbital energy: -8.6 eV

Atoms and positions in Å:
C -3.10 -0.58 -0.16
C -0.21 1.23 0.04
C 0.98 0.76 -0.24
C 2.38 0.38 -0.06
C 0.77 -0.56 0.07
H -2.40 -1.34 -0.53
H -4.25 -0.75 -0.42
H -0.27 2.43 -0.20
H 2.71 0.87 1.01
H 3.33 0.68 -0.65
H 2.22 -1.84 0.70
N -2.47 0.51 0.05
N -1.11 0.30 0.38
N 1.94 -1.10 -0.14
N -0.51 -0.97 0.17



Entry 16:
Formula: C5H6N4O
Source: the Open Molecules 2025 dataset
Level of theory: ωB97M-V/def2-TZVPD

Summary:
- Orbital gap: 0.3606 Eh
- Energy: -488.252134 Ha
- F_max: 0.0558 Eh/bohr
- Charge: 0
- Relative energy (zero: lowest compared OMol25 entry of this formula, charge and spin): 4.700 eV
- Highest occupied orbital energy: -9.9 eV

Atoms and positions in Å:
H -1.96 3.06 0.88
N -1.67 2.07 0.60
N -2.50 1.42 0.07
C -1.69 -0.18 -0.29
C -2.31 -0.93 0.77
N -2.99 -1.55 1.48
C -2.11 -0.50 -1.61
N -2.61 -0.69 -2.63
C -0.14 -0.07 -0.26
C 0.60 -1.34 -0.02
O 1.89 -1.06 0.53
H 0.20 0.67 0.49
H 0.11 0.50 -1.10
H 0.12 -2.10 0.62
H 0.81 -1.92 -0.93
H 2.11 -0.36 -0.09